[1]
Computed, not measured: a molecular structure, C49H50AsF4IrN5PS, with the ωB97M-V functional and the def2-TZVPD basis.

Structure (XYZ):
```
112
Properties=species:S:1:pos:R:3:lowdin_charge:R:1
Ir 1.61 0.09 -0.29 1.278
C 0.79 1.54 -3.38 -0.048
C 0.77 0.03 -3.27 -0.194
N 1.71 -0.54 -2.25 -0.276
C 1.45 -2.02 -2.09 -0.187
C 0.31 -2.31 -1.14 -0.077
C 3.12 -0.42 -2.74 -0.131
C 4.14 -0.81 -1.68 -0.142
N 3.61 -0.46 -0.36 -0.028
C 4.28 -0.53 0.78 -0.150
C 3.60 -0.20 1.98 -0.115
F 2.28 0.18 1.89 -0.009
C 4.18 -0.27 3.21 -0.187
F 3.48 0.05 4.29 0.160
C 5.51 -0.68 3.33 0.177
C 6.22 -1.02 2.19 -0.181
F 7.47 -1.42 2.28 0.174
C 5.63 -0.96 0.94 -0.098
F 6.33 -1.31 -0.13 0.162
H 0.26 1.83 -4.29 0.111
H 1.79 1.95 -3.46 0.076
H 0.29 2.02 -2.54 0.038
H 1.04 -0.42 -4.23 0.146
H -0.22 -0.34 -3.01 0.096
H 2.36 -2.47 -1.69 0.098
H 1.28 -2.43 -3.09 0.150
H 0.44 -1.82 -0.15 0.015
H 0.33 -3.37 -0.88 0.117
H -0.67 -2.09 -1.55 0.060
H 3.26 0.61 -3.07 0.098
H 3.22 -1.04 -3.63 0.156
H 5.09 -0.30 -1.87 0.146
H 4.37 -1.88 -1.71 0.134
H 5.98 -0.72 4.31 0.169
C -1.93 0.52 -1.32 -0.407
C -3.36 0.86 -0.91 -0.421
As -4.55 0.32 -2.43 1.329
C -4.09 -1.58 -2.27 -0.426
C -4.55 -2.38 -1.23 -0.110
C -4.15 -3.71 -1.14 -0.072
C -3.29 -4.25 -2.09 -0.074
C -2.84 -3.46 -3.14 -0.090
C -3.25 -2.13 -3.23 -0.148
C -6.24 0.33 -1.48 -0.443
C -6.48 1.17 -0.40 -0.122
C -7.73 1.20 0.21 -0.073
C -8.75 0.39 -0.27 -0.063
C -8.52 -0.45 -1.35 -0.060
C -7.27 -0.47 -1.96 -0.122
P -0.69 0.73 -0.01 0.990
C -1.20 -0.28 1.40 -0.380
C -0.80 0.07 2.69 -0.117
C -1.14 -0.72 3.78 -0.052
C -1.88 -1.88 3.58 -0.041
C -2.28 -2.24 2.30 -0.032
C -1.94 -1.45 1.21 -0.085
C -0.88 2.47 0.51 -0.301
C -1.88 2.78 1.41 -0.058
C -2.05 4.09 1.86 0.024
C -1.21 5.09 1.40 -0.010
C -0.18 4.78 0.55 -0.001
C 0.09 3.45 0.12 -0.185
H -1.63 1.15 -2.16 0.077
H -1.89 -0.52 -1.67 0.031
H -3.47 1.93 -0.74 0.062
H -3.67 0.32 -0.02 0.068
H -5.24 -1.98 -0.49 0.110
H -4.53 -4.34 -0.34 0.113
H -3.01 -5.29 -2.04 0.112
H -2.22 -3.89 -3.91 0.108
H -2.94 -1.53 -4.08 0.096
H -5.70 1.83 -0.02 0.084
H -7.91 1.86 1.05 0.109
H -9.72 0.41 0.20 0.115
H -9.31 -1.08 -1.73 0.115
H -7.11 -1.13 -2.81 0.108
H -0.25 0.99 2.87 0.105
H -0.85 -0.42 4.78 0.124
H -2.16 -2.49 4.43 0.125
H -2.87 -3.14 2.14 0.121
H -2.29 -1.74 0.23 0.091
H -2.54 2.01 1.78 0.121
H -2.85 4.32 2.55 0.136
H -1.37 6.12 1.71 0.133
H 0.48 5.56 0.21 0.139
H 0.35 3.44 -0.94 0.143
N 5.07 6.20 0.22 0.120
C 4.58 5.31 1.09 -0.841
S 4.96 5.24 2.69 0.755
C 3.68 4.26 0.52 -0.227
C 2.58 3.87 1.21 -0.019
C 1.72 2.80 0.76 -0.197
N 2.28 1.97 -0.22 -0.130
C 3.34 2.43 -0.96 -0.114
C 4.01 3.57 -0.68 0.016
H 5.70 6.91 0.55 0.121
H 4.71 6.29 -0.72 0.118
H 2.30 4.38 2.12 0.125
H 1.38 2.23 1.62 0.116
H 3.67 1.83 -1.78 0.087
H 4.84 3.85 -1.30 0.131
C 2.35 -5.07 2.83 -0.028
C 1.53 -3.99 3.12 -0.029
C 1.53 -2.90 2.27 -0.140
N 2.30 -2.82 1.18 0.024
C 3.08 -3.86 0.91 -0.139
C 3.14 -5.01 1.69 -0.031
H 2.36 -5.94 3.46 0.126
H 0.89 -4.00 3.99 0.116
H 0.89 -2.05 2.48 0.081
H 3.70 -3.79 0.02 0.105
H 3.80 -5.82 1.42 0.121
```

Summary:
Maximum force = 0.0533 hartree/bohr
Energy relative to the best compared isomer or geometry (same formula, charge and spin) = 5.1 kcal/mol
Net charge = +3
Highest occupied orbital energy (spin up / spin down) = -0.522 / -0.522 hartree
Spin multiplicity = 2

***

[2]
Computed, not measured: a molecular structure, C49H50CrN2O3P3Si, with the ωB97M-V functional and the def2-TZVPD basis.

Structure (XYZ):
```
109
Properties=species:S:1:pos:R:3:nbo_charge:R:1
Cr 0.34 0.30 -0.26 1.057
C -0.22 2.89 -2.11 -0.709
P -1.18 1.35 -1.79 0.916
C -2.66 2.23 -1.13 -0.304
C -3.75 2.53 -1.94 -0.212
C -4.80 3.31 -1.46 -0.216
C -4.75 3.82 -0.17 -0.226
C -3.65 3.56 0.63 -0.153
C -2.61 2.77 0.15 -0.219
C -1.75 0.65 -3.37 -0.376
C -2.88 -0.17 -3.36 -0.134
C -3.27 -0.84 -4.51 -0.237
C -2.51 -0.73 -5.66 -0.203
C -1.37 0.05 -5.67 -0.193
C -0.98 0.74 -4.52 -0.161
C 0.27 3.25 -0.74 0.097
C 0.50 4.45 -0.11 -0.300
C 1.02 4.15 1.18 -0.298
C 1.07 2.78 1.28 0.102
C 1.66 1.86 2.31 -0.700
P 0.87 0.19 2.09 0.895
C -0.57 0.54 3.17 -0.367
C -0.39 0.77 4.54 -0.188
C -1.44 1.23 5.31 -0.213
C -2.68 1.48 4.74 -0.199
C -2.87 1.25 3.39 -0.229
C -1.82 0.78 2.61 -0.132
C 1.90 -0.92 3.10 -0.374
C 3.27 -0.96 2.83 -0.136
C 4.07 -1.90 3.46 -0.229
C 3.52 -2.81 4.35 -0.188
C 2.15 -2.78 4.60 -0.214
C 1.34 -1.84 3.97 -0.167
N 0.58 2.22 0.13 -0.748
H -0.84 3.68 -2.55 0.245
H 0.62 2.68 -2.79 0.238
H -3.79 2.18 -2.96 0.225
H -5.64 3.52 -2.10 0.213
H -5.56 4.43 0.20 0.212
H -3.58 3.99 1.62 0.210
H -1.76 2.59 0.80 0.235
H -3.45 -0.26 -2.45 0.208
H -4.16 -1.46 -4.49 0.210
H -2.81 -1.26 -6.56 0.213
H -0.76 0.11 -6.56 0.215
H -0.08 1.33 -4.53 0.220
H 0.35 5.43 -0.53 0.217
H 1.33 4.87 1.92 0.217
H 1.52 2.23 3.32 0.242
H 2.74 1.76 2.13 0.251
H 0.58 0.59 4.99 0.224
H -1.28 1.42 6.37 0.216
H -3.49 1.86 5.35 0.215
H -3.83 1.44 2.93 0.217
H -1.97 0.57 1.56 0.226
H 3.69 -0.26 2.13 0.213
H 5.13 -1.93 3.24 0.216
H 4.14 -3.54 4.84 0.212
H 1.71 -3.50 5.28 0.214
H 0.28 -1.85 4.14 0.223
C 2.84 0.89 -3.06 -1.121
Si 2.62 0.40 -1.22 1.234
C 3.49 -1.30 -1.13 -1.130
C 3.84 1.57 -0.33 -0.519
C 3.70 2.96 -0.47 -0.183
C 4.58 3.84 0.14 -0.202
C 5.63 3.35 0.90 -0.218
C 5.80 1.98 1.04 -0.244
C 4.91 1.11 0.43 -0.161
H 3.89 0.72 -3.33 0.233
H 2.62 1.94 -3.26 0.221
H 2.21 0.28 -3.70 0.247
H 3.10 -1.98 -1.89 0.232
H 3.39 -1.79 -0.16 0.224
H 4.56 -1.18 -1.34 0.231
H 2.88 3.36 -1.05 0.219
H 4.45 4.91 0.00 0.210
H 6.33 4.04 1.38 0.209
H 6.63 1.60 1.62 0.207
H 5.08 0.04 0.53 0.195
C -4.99 -1.27 0.04 -1.002
P -3.27 -1.81 0.22 1.949
C -3.13 -2.34 1.94 -1.018
C -3.12 -3.32 -0.76 -1.009
O -2.31 -0.74 -0.21 -1.105
H -5.67 -1.97 0.53 0.239
H -5.25 -1.19 -1.02 0.244
H -5.09 -0.28 0.50 0.255
H -3.79 -3.19 2.12 0.240
H -3.41 -1.52 2.60 0.254
H -2.10 -2.62 2.13 0.279
H -3.99 -3.96 -0.61 0.241
H -2.22 -3.86 -0.46 0.256
H -3.03 -3.06 -1.82 0.257
O 0.57 -1.28 -3.00 -0.577
C 0.56 -2.04 -2.04 0.641
N 0.35 -1.62 -0.74 -0.804
C 0.38 -2.71 0.09 0.649
O 0.17 -2.67 1.29 -0.611
C 0.69 -3.93 -0.72 -0.136
C 0.90 -5.24 -0.37 -0.170
C 1.25 -6.14 -1.38 -0.202
C 1.38 -5.71 -2.70 -0.201
C 1.15 -4.39 -3.04 -0.182
C 0.79 -3.51 -2.04 -0.051
H 0.81 -5.56 0.66 0.228
H 1.45 -7.17 -1.12 0.216
H 1.68 -6.42 -3.46 0.217
H 1.25 -4.04 -4.07 0.229
```

Summary:
Maximum force = 0.0308 hartree/bohr
Net charge = 0
Highest occupied orbital energy (spin up / spin down) = -0.263 / -0.261 hartree
Spin multiplicity = 4